Below is one molecule with the formula C9H11NO2 at a distorted geometry, with properties calculated with ωB97M-V/def2-TZVPD.

Summary:
Total charge ... 0
Multiplicity ... 1
SMILES string ... [H]/N=C(/OCC)c1ccccc1O
Relative energy (zero: lowest compared OMol25 entry of this formula, charge and spin) ... 24.3 kcal per mole
HOMO energy ... -8.8 eV

CARTESIAN COORDINATES (ANGSTROEM)
O 1.649 2.118 0.021
O -1.786 -0.292 -0.010
N -1.148 1.884 0.000
C 0.652 -1.391 0.016
C 0.559 0.004 -0.015
C -3.141 0.188 -0.005
C 3.047 -1.257 -0.003
C 1.736 0.770 0.007
C 1.886 -2.051 0.005
C -0.809 0.633 0.015
C 2.948 0.108 -0.015
C -4.059 -1.024 0.014
H -3.264 0.845 0.868
H 3.916 0.611 0.006
H 3.966 -1.846 0.017
H -5.131 -0.734 -0.046
H -3.259 0.791 -0.920
H 1.913 -3.156 -0.027
H -0.375 2.534 -0.088
H -0.301 -1.940 -0.045
H 2.561 2.509 -0.043
H -3.868 -1.596 0.937
H -3.931 -1.697 -0.848

The Löwdin scheme yields these atomic charges, measured in e:
1 O 0.05
2 O -0.08
3 N 0.17
4 C -0.02
5 C -0.07
6 C -0.24
7 C -0.09
8 C -0.27
9 C -0.08
10 C -0.36
11 C -0.04
12 C -0.08
13 H 0.12
14 H 0.12
15 H 0.11
16 H 0.08
17 H 0.12
18 H 0.11
19 H 0.04
20 H 0.12
21 H 0.14
22 H 0.08
23 H 0.08

Below is an isolated ion of composition C7H12N3O2S and charge +1 at a distorted geometry, with properties calculated with ωB97M-V/def2-TZVPD.

Summary:
Total charge ... +1
Multiplicity ... 1
Relative energy (zero: lowest compared OMol25 entry of this formula, charge and spin) ... 30.3 kcal per mole
HOMO energy ... -13.7 eV

CARTESIAN COORDINATES (ANGSTROEM)
S -1.265 1.048 0.851
O -2.275 -1.398 0.879
O 2.012 1.665 -1.906
N 0.650 -0.120 -1.276
N 2.213 0.807 0.150
N -3.833 0.334 1.039
C 1.432 0.550 1.057
C 1.133 -1.535 -1.343
C 1.689 0.861 -1.140
C 0.067 0.053 0.873
C -0.332 0.220 -2.376
C 1.908 0.665 2.484
C -2.671 -0.305 0.952
H -0.206 1.337 -2.783
H 1.635 -1.779 -0.484
H -0.199 -0.967 0.869
H 1.786 -1.615 -2.218
H -1.404 0.033 -2.017
H -0.122 -0.557 -3.141
H -4.677 -0.255 1.342
H -3.928 1.276 1.344
H 0.322 -2.314 -1.513
H 1.121 1.142 2.997
H 2.880 1.182 2.490
H 2.063 -0.328 2.870

The Löwdin scheme yields these atomic charges, measured in e:
1 S 1.10
2 O 0.10
3 O 0.22
4 N -0.17
5 N 0.22
6 N 0.15
7 C -0.40
8 C -0.01
9 C -0.52
10 C -0.30
11 C -0.01
12 C 0.03
13 C -0.69
14 H 0.15
15 H 0.06
16 H 0.08
17 H 0.11
18 H 0.10
19 H 0.10
20 H 0.19
21 H 0.10
22 H 0.13
23 H 0.07
24 H 0.12
25 H 0.10

Below is a 12-piece molecular cluster, C30H90N18O12 overall at a distorted geometry, with properties calculated with ωB97M-V/def2-TZVPD.

Summary:
Total charge ... 0
Multiplicity ... 1
SMILES string ... COC[C@H](C)N.COC[C@H](C)N.COC[C@H](C)N.COC[C@H](C)N.COC[C@H](C)N.COC[C@H](C)N.NC(N)=O.NC(N)=O.NC(N)=O.NC(N)=O.NC(N)=O.NC(N)=O
Relative energy (zero: lowest compared OMol25 entry of this formula, charge and spin) ... 53.9 kcal per mole
HOMO energy ... -8.5 eV

CARTESIAN COORDINATES (ANGSTROEM)
O 1.362 0.576 3.970
O 1.448 -0.051 -3.939
O -2.425 -2.559 -0.544
O -0.551 3.486 -5.578
O 4.069 -2.726 -1.473
O -5.190 -0.854 4.578
O -4.239 3.569 0.267
O 3.476 4.052 4.191
O -0.351 -5.449 2.462
O -0.108 1.511 0.319
O 0.855 -5.367 -4.667
O 2.456 -2.692 1.540
N 2.212 1.719 -2.698
N 0.782 3.142 2.736
N -3.429 -1.235 -2.059
N -1.343 -2.087 -2.485
N 0.440 -0.173 -1.051
N 3.554 -2.213 3.474
N 1.402 -3.614 -1.344
N -2.092 -4.607 1.228
N 0.310 -0.454 5.769
N -2.311 -0.808 4.341
N -0.135 -3.537 1.267
N 2.560 -0.270 5.669
N -3.349 4.010 -4.930
N 6.483 -5.341 -2.429
N 4.743 -2.765 1.651
N 2.767 1.544 -4.866
N 0.849 -0.421 1.163
N -5.670 6.973 0.522
C -1.317 2.577 -4.822
C 5.197 -4.747 -2.074
C 1.880 3.973 2.257
C 2.128 0.970 -3.833
C 1.866 -6.282 -5.034
C 0.331 0.361 0.203
C -2.373 -1.982 -1.647
C -4.545 0.340 4.193
C 1.373 0.035 5.084
C -3.263 2.296 -3.189
C 1.245 4.921 1.213
C -4.206 5.019 0.231
C -0.817 -4.627 1.671
C -6.348 -1.085 3.818
C -6.337 5.402 -1.131
C -2.952 2.950 0.219
C 4.058 -1.324 -1.400
C -5.615 5.546 0.197
C 1.258 -4.772 -2.228
C -2.361 1.561 4.665
C 2.622 4.812 3.304
C -0.007 -5.500 -1.757
C 5.290 -3.222 -2.020
C 1.199 -4.369 -3.728
C -2.423 3.272 -4.033
C 2.782 3.508 5.282
C 4.767 -5.382 -0.742
C -3.172 0.268 4.840
C 0.411 4.223 -4.876
C 3.510 -2.594 2.171
H 0.696 4.422 0.412
H -4.359 0.497 3.125
H 2.378 4.212 6.018
H -0.442 -2.913 0.540
H -0.556 -0.528 5.224
H 5.249 -6.363 -0.672
H -2.859 -1.642 4.138
H -3.605 5.350 -0.621
H -3.009 1.876 0.338
H -2.184 1.728 3.600
H 2.752 2.564 -2.661
H -6.391 4.313 -1.268
H 1.203 2.458 3.362
H -7.356 5.776 -1.182
H 0.867 0.014 2.080
H -6.173 4.927 0.903
H 2.217 -5.286 -2.094
H -0.338 -6.308 -2.410
H 0.347 -3.687 -3.763
H -3.759 5.266 1.197
H -3.382 -0.878 -2.995
H -2.934 3.709 -5.818
H 2.663 3.419 1.722
H -0.714 1.967 -4.136
H -2.344 3.502 0.947
H 5.145 -4.958 0.192
H 1.440 -1.228 0.983
H 1.854 2.983 5.035
H 2.795 -5.751 -5.270
H 0.487 5.567 1.663
H 5.541 -2.738 2.258
H 2.449 1.203 -5.760
H -2.440 3.326 -0.675
H -6.245 -0.863 2.756
H -2.478 -3.922 0.580
H -7.180 -0.514 4.245
H 2.182 -7.040 -4.309
H 3.383 2.722 5.738
H 2.464 -0.638 6.598
H 1.928 5.433 3.873
H 3.037 -0.968 -1.254
H -3.797 1.580 -3.824
H 6.900 -4.695 -3.096
H 1.607 -6.863 -5.918
H 0.054 0.355 -1.809
H -5.704 7.197 1.505
H 0.866 3.634 -4.072
H -0.016 5.035 -4.271
H 4.529 -0.938 -0.489
H 7.114 -5.380 -1.638
H 1.531 1.661 -1.958
H 3.724 -5.632 -0.550
H 2.744 -1.762 3.869
H -4.011 2.917 -2.699
H -4.940 7.488 0.049
H -1.490 1.723 5.296
H -0.593 -2.679 -2.142
H -2.637 -5.423 1.455
H 4.358 -0.750 -2.279
H -3.019 2.369 5.009
H 2.100 -3.831 -4.036
H 3.579 2.124 -4.783
H 1.102 -3.860 -0.397
H -3.219 0.185 5.929
H 5.518 -2.793 -3.002
H 1.132 4.688 -5.543
H -0.852 -4.825 -1.614
H 4.524 -4.872 -2.926
H 3.321 5.383 2.693
H 0.771 -3.464 1.714
H 0.814 -1.106 -1.124
H -2.645 1.663 -2.552
H 0.298 -0.950 6.639
H -6.538 -2.156 3.919
H -1.679 1.910 -5.610
H 4.429 -2.138 3.953
H -4.136 3.377 -5.102
H 1.974 5.586 0.742
H -1.291 -1.658 -3.390
H -2.030 4.000 -3.317
H 0.189 -5.978 -0.794
H 0.456 2.597 1.943
H 6.131 -2.855 -1.411
H -5.798 5.741 -2.019
H 2.389 -3.350 -1.247
H -5.047 1.215 4.622
H 3.422 -0.117 5.180
H -1.920 -0.649 3.415
H -4.258 -1.494 -1.550
H 4.960 -2.731 0.671

Atomic partial charges in e from the Löwdin method, atoms 1 to 99:
1 O -0.02
2 O 0.00
3 O -0.02
4 O -0.18
5 O -0.24
6 O -0.18
7 O -0.22
8 O -0.17
9 O 0.00
10 O -0.01
11 O -0.17
12 O -0.01
13 N 0.16
14 N 0.06
15 N 0.17
16 N 0.19
17 N 0.15
18 N 0.18
19 N 0.06
20 N 0.15
21 N 0.18
22 N 0.03
23 N 0.14
24 N 0.14
25 N 0.04
26 N 0.03
27 N 0.18
28 N 0.16
29 N 0.20
30 N 0.03
31 C -0.21
32 C -0.41
33 C -0.44
34 C -0.71
35 C -0.12
36 C -0.64
37 C -0.65
38 C -0.21
39 C -0.65
40 C -0.07
41 C -0.08
42 C -0.19
43 C -0.71
44 C -0.11
45 C -0.07
46 C -0.11
47 C -0.11
48 C -0.44
49 C -0.40
50 C -0.06
51 C -0.18
52 C -0.03
53 C -0.20
54 C -0.18
55 C -0.42
56 C -0.14
57 C -0.04
58 C -0.43
59 C -0.12
60 C -0.60
61 H 0.06
62 H 0.13
63 H 0.09
64 H 0.06
65 H 0.06
66 H 0.08
67 H 0.08
68 H 0.13
69 H 0.09
70 H 0.08
71 H 0.10
72 H 0.07
73 H 0.01
74 H 0.07
75 H 0.07
76 H 0.14
77 H 0.11
78 H 0.08
79 H 0.10
80 H 0.12
81 H 0.09
82 H 0.06
83 H 0.13
84 H 0.11
85 H 0.08
86 H 0.07
87 H 0.06
88 H 0.06
89 H 0.08
90 H 0.07
91 H 0.10
92 H 0.12
93 H 0.06
94 H 0.08
95 H 0.05
96 H 0.09
97 H 0.08
98 H 0.08
99 H 0.10

Below is one molecule with the formula C3H7N3O, with properties calculated with ωB97M-V/def2-TZVPD.

Summary:
Total charge ... 0
Multiplicity ... 1
SMILES string ... C/N=C(\N)C(N)=O
Relative energy (zero: lowest compared OMol25 entry of this formula, charge and spin) ... 1.3 kcal per mole
HOMO energy ... -9.5 eV

CARTESIAN COORDINATES (ANGSTROEM)
O -2.172 -1.261 0.788
N 0.522 -1.404 0.542
N -2.249 0.792 -0.219
N 0.444 0.746 -0.440
C -0.114 -0.276 0.087
C 1.889 0.655 -0.522
C -1.627 -0.308 0.250
H -1.684 1.540 -0.596
H -0.047 -2.011 1.122
H -3.244 0.900 -0.094
H 2.341 1.586 -0.873
H 2.321 0.446 0.465
H 2.175 -0.168 -1.192
H 1.467 -1.264 0.867

The Löwdin scheme yields these atomic charges, measured in e:
1 O 0.04
2 N 0.15
3 N 0.17
4 N 0.01
5 C -0.37
6 C -0.14
7 C -0.48
8 H 0.09
9 H 0.10
10 H 0.12
11 H 0.07
12 H 0.07
13 H 0.09
14 H 0.08

Below is one molecule with the formula C3H3F2NO at a distorted geometry, with properties calculated with ωB97M-V/def2-TZVPD.

Summary:
Total charge ... 0
Multiplicity ... 1
SMILES string ... O=C1[C@@H](F)CN1F
Relative energy (zero: lowest compared OMol25 entry of this formula, charge and spin) ... 69.6 kcal per mole
HOMO energy ... -10.4 eV

CARTESIAN COORDINATES (ANGSTROEM)
F 2.365 1.675 0.380
F -0.063 -1.986 0.851
O 2.932 -1.372 -0.425
N 1.580 0.546 0.131
C 2.000 -0.738 -0.089
C 0.198 0.351 0.361
C 0.365 -1.056 -0.145
H 0.022 0.292 1.431
H 0.145 -1.355 -1.083
H -0.402 1.157 -0.110

The Löwdin scheme yields these atomic charges, measured in e:
1 F 0.03
2 F -0.02
3 O 0.15
4 N -0.03
5 C -0.34
6 C -0.08
7 C -0.10
8 H 0.13
9 H 0.12
10 H 0.14

Number 1: HOMO-LUMO gap 9.46 eV, LUMO 0.6 eV. Number 2: HOMO-LUMO gap 8.63 eV, LUMO -5.1 eV. Number 3: HOMO-LUMO gap 8.58 eV, LUMO 0.1 eV. Number 4: HOMO-LUMO gap 10.42 eV, LUMO 0.9 eV. Number 5: HOMO-LUMO gap 11.10 eV, LUMO 0.7 eV.